(1)
Computed, not measured: a structure of composition C8H17ClCsO4PS, with ωB97M-V with the def2-TZVPD basis set.

```
33
Properties=species:S:1:pos:R:3:forces:R:3
C 1.821554 -0.976538 2.739899 2.3900 -0.9677 -2.4679
C 2.649715 -1.552792 1.609326 -2.1242 1.6298 2.6446
C 2.644596 -0.714611 0.199694 -0.3125 0.8511 0.8226
C 2.676909 -1.526739 -1.231034 -1.7166 -0.0667 0.6800
O 2.048766 -0.574704 -2.202409 1.4949 -2.0956 1.8895
P 1.046213 0.638513 -1.402569 1.1989 0.4251 -0.8046
C 0.152360 1.991664 -0.397102 -1.1212 2.3058 0.0787
C -1.429095 2.208125 -0.754335 -0.5007 0.5766 0.6868
C -2.386938 0.896989 -0.565139 0.3321 -1.2258 -1.5839
C -2.133213 0.022038 0.794402 0.1576 0.5457 0.6303
S -2.413447 -1.799505 0.288064 -1.9070 -1.7825 -7.9365
O -1.457510 -2.267798 -0.838203 -2.4891 1.8435 5.1556
O -3.863828 -1.863727 -0.332457 4.2874 0.8722 3.4825
Cl -2.345315 -3.117729 1.903013 0.1283 1.1383 -0.5749
O 1.273615 -0.105156 0.195111 2.6480 -1.3880 -0.8811
H 1.055259 -1.619352 3.353732 2.4668 1.0564 -0.5750
H 1.985159 0.169737 3.010888 -1.3753 -2.3675 -1.2992
H 3.235137 -2.544621 1.830888 -1.9038 1.4880 -1.1341
H 3.418546 0.189383 0.196063 -1.4033 -1.9753 0.0145
H 3.709715 -2.009835 -1.571438 -2.1539 1.4689 0.6147
H 1.882979 -2.384417 -1.051447 1.7038 1.3167 -0.4427
H -0.105604 -0.144789 -1.779930 -0.1192 -0.0290 0.8376
H 0.937891 1.280131 -2.718154 -0.4107 0.2067 0.3514
H 2.280328 1.382383 -1.280745 -0.0601 0.1870 0.6883
H 0.697649 3.020515 -0.658945 -1.2568 -2.0603 0.5327
H 0.302748 1.840157 0.760001 -0.4738 0.2539 -2.2728
H -1.622473 2.639899 -1.839730 0.5442 -1.0933 2.1728
H -1.832649 3.043494 -0.007464 0.6182 -1.3159 -1.3417
H -3.528401 1.243470 -0.530233 5.0244 -2.9867 -3.4676
H -2.288893 0.168054 -1.487830 0.0426 1.5564 1.9202
H -1.088476 0.164730 1.300318 -1.6670 -0.4960 -1.3031
H -2.959471 0.266859 1.595229 1.9836 -1.3420 -1.2374
Cs -4.363828 2.036172 0.872536 -4.0255 3.4701 4.1192
```
Positions in Å, forces in eV/Å.

Values from the calculation:
**E_HOMO**: -6.532 eV
**Lowest unoccupied orbital energy**: -1.507 eV
**Total energy**: -1835.37007 hartree
**Molar mass**: 408.619 g/mol
**Kohn-Sham gap**: 5.03 eV

***

(2)
Computed, not measured: a cluster of 2 separate species, C4H10NOS in total, with ωB97M-V with the def2-TZVPD basis set.

```
17
Properties=species:S:1:pos:R:3:forces:R:3
C -1.790370 0.103086 0.737898 3.0335 1.3756 -0.4079
O -2.956444 -0.135063 0.162995 -0.3595 -0.0917 0.3255
C -0.519050 -0.182035 -0.139345 -0.5237 -1.6947 -2.0621
C 0.859429 -0.122938 0.518310 0.1891 0.6393 1.0929
C 1.918663 0.468711 -0.444471 1.1383 -1.6139 0.0687
S 1.946639 2.230568 -0.774528 -4.0077 -0.5949 2.3811
N -0.630238 -1.440981 -0.985265 -0.3606 1.6391 0.5468
H -1.603402 1.165153 1.099963 -0.9006 -0.3838 -0.1871
H -1.547252 -0.406080 1.658365 -0.8430 -0.9015 0.8667
H -0.563346 0.549092 -0.939569 0.1581 0.6505 0.0563
H 0.805906 0.411348 1.517368 0.2478 0.0187 -1.1233
H 1.205099 -1.111330 0.834724 -0.2481 -0.2453 -0.3065
H 1.917048 -0.128138 -1.344391 -1.0385 0.1186 -0.8065
H 2.929672 0.152555 -0.186582 0.1497 0.3547 1.0768
H 0.221713 1.946313 0.261780 3.0206 1.6756 -2.0153
H -0.746744 -2.243939 -0.370964 -0.4213 0.0042 -0.3950
H -1.447323 -1.256322 -1.606288 0.7660 -0.9507 0.8890
```
Positions in Å, forces in eV/Å.

Values from the calculation:
**E_HOMO (spin up / spin down)**: -8.940 / -8.933 eV
**Lowest unoccupied orbital energy (spin up / spin down)**: -1.039 / -2.215 eV
**Total energy**: -686.37619 hartree
**Molar mass**: 120.197 g/mol
**⟨S²⟩**: 0.755
**Kohn-Sham gap (spin up / spin down)**: 7.90 / 6.72 eV
**Spin multiplicity**: 2
**Relative energy (zero: lowest compared OMol25 entry of this formula, charge and spin)**: 78.46 kcal per mole

***

(3)
Computed, not measured: the molecule CN6, with ωB97M-V with the def2-TZVPD basis set.

```
7
Properties=species:S:1:pos:R:3:forces:R:3
C 0.184028 0.479785 -0.360047 -0.7923 -3.4777 2.5873
N -0.335344 2.422622 -1.591176 0.8459 -0.9941 0.4708
N -1.444585 -1.146098 1.151873 0.4106 -0.6919 0.3554
N 1.067406 -0.354430 -0.020648 1.1083 1.8305 -1.5560
N -0.366471 -1.486380 1.108915 -2.9290 1.5955 -0.3180
N 0.818087 -1.417450 0.762877 2.1881 -1.8714 0.7338
N 0.076879 1.501951 -1.051793 -0.8317 3.6090 -2.2732
```
Positions in Å, forces in eV/Å.

Values from the calculation:
**E_HOMO**: -9.040 eV
**Lowest unoccupied orbital energy**: -1.439 eV
**Total energy**: -366.41837 hartree
**Molar mass**: 96.053 g/mol
**Kohn-Sham gap**: 7.60 eV
**Relative energy (zero: lowest compared OMol25 entry of this formula, charge and spin)**: 90.08 kcal per mole

***

(4)
Computed, not measured: the molecule C5H7N3, with ωB97M-V with the def2-TZVPD basis set.

```
15
Properties=species:S:1:pos:R:3:forces:R:3
C -2.643357 0.257248 0.124643 -1.6410 -3.9238 0.2910
C -0.075256 0.164813 0.053649 -0.4876 -2.5374 -0.8727
C 1.770571 -1.089220 0.132699 -2.3774 -1.4815 -1.3404
C 2.140131 0.333746 -0.046072 -0.2656 -0.6005 -0.0624
C 1.073204 1.132576 -0.174764 -0.4160 -1.0921 -0.1580
H -1.991414 -1.434533 -0.561514 0.2572 0.0488 0.1949
H -3.554792 0.846984 0.591908 2.2267 -0.8494 -1.2392
H -1.133612 1.860203 -0.191829 -1.7810 -3.9991 2.0177
H 2.118416 -1.870156 -0.638398 0.0563 1.5299 0.9644
H 2.108530 -1.433281 1.109823 -0.1452 -0.2151 0.1493
H 3.172250 0.450226 0.091644 1.3383 1.2616 -0.4779
H 0.977610 2.181364 -0.556329 0.2175 -1.0235 1.0055
N -2.845642 -1.000858 -0.219777 -0.5064 3.2490 0.6432
N -1.360297 0.755063 0.240516 3.0556 5.3891 -2.2773
N 0.243653 -1.154174 0.043804 0.4685 4.2442 1.1619
```
Positions in Å, forces in eV/Å.

Values from the calculation:
**E_HOMO**: -9.101 eV
**Lowest unoccupied orbital energy**: 0.553 eV
**Total energy**: -358.89067 hartree
**Molar mass**: 109.132 g/mol
**Kohn-Sham gap**: 9.65 eV
**Relative energy (zero: lowest compared OMol25 entry of this formula, charge and spin)**: 80.14 kcal per mole
**SMILES**: [H]/N=C\NC1=NCC=C1

***

(5)
Computed, not measured: the molecule C11H22N4S, with ωB97M-V with the def2-TZVPD basis set.

```
38
Properties=species:S:1:pos:R:3:forces:R:3
C -5.126609 -1.845193 0.197249 -0.1038 0.2206 -0.0660
C -5.341351 -0.341831 0.329589 0.1075 -0.0585 0.2245
C -4.151684 0.383821 0.959353 -0.1004 -0.0368 -0.3726
C -2.911569 0.400886 0.068060 -0.0015 0.1368 0.4599
C -1.771067 1.188493 0.709477 0.0253 0.0315 -0.3763
C -0.548503 1.335961 -0.196703 -0.0691 -0.2451 0.2425
C 0.151503 0.010568 -0.486896 0.1102 0.4027 -0.1441
C 1.451636 0.215406 -1.259092 -0.1819 -0.2316 0.1173
C 2.161112 -1.094988 -1.559084 0.2923 0.0698 0.3827
H 3.059981 -0.928246 -2.149332 -0.0941 -0.0834 -0.0967
H 1.501313 -1.794900 -2.070880 0.0261 -0.0513 -0.0356
S 2.688330 -1.974342 -0.044254 -0.3869 -0.3929 -0.2327
C 4.064761 -1.014384 0.380405 0.6713 0.3320 0.3428
N 4.750289 -1.210270 1.482129 -0.4572 -0.6106 0.2747
N 5.735824 -0.276772 1.403703 -0.0400 0.3885 -0.5971
C 5.582519 0.432717 0.262483 -0.1937 -0.4916 0.5133
N 4.541639 -0.012559 -0.406938 0.2753 0.4104 -0.2870
N 6.356593 1.499498 -0.082688 0.2496 0.3071 -0.0597
H 7.305880 1.493519 0.254555 -0.0335 0.0276 -0.1207
H 6.250364 1.782873 -1.043665 0.0562 -0.0189 0.0359
H 6.403911 -0.180879 2.149420 -0.0900 0.0177 -0.0920
H 2.126955 0.858123 -0.691312 -0.0160 0.0498 -0.0708
H 1.240313 0.712286 -2.209992 0.0052 0.0794 -0.0282
H 0.372336 -0.496522 0.454663 -0.0528 -0.0520 0.0178
H -0.506261 -0.637492 -1.068985 -0.0619 -0.1104 0.0083
H 0.163973 2.008595 0.287757 0.0501 0.0562 -0.0652
H -0.850707 1.800587 -1.138794 0.0191 0.0977 -0.0426
H -2.135074 2.186550 0.968018 -0.0352 -0.0018 0.0939
H -1.472122 0.696784 1.638055 0.0030 0.0244 0.1034
H -3.166225 0.853058 -0.893896 -0.0028 -0.0281 -0.1147
H -2.584370 -0.621995 -0.115784 0.0111 -0.0657 -0.1232
H -4.444540 1.415253 1.173295 0.0459 0.0248 0.0808
H -3.904265 -0.091648 1.911420 0.0038 0.0258 0.1078
H -6.223714 -0.166871 0.950214 -0.0521 0.0380 -0.0749
H -5.542411 0.084452 -0.656123 -0.0749 0.0668 -0.0084
H -4.313570 -2.065801 -0.489237 0.0893 -0.1023 -0.0591
H -6.027420 -2.323565 -0.181144 -0.0319 -0.1241 -0.0345
H -4.887787 -2.281169 1.164951 0.0382 -0.1027 0.0964
```
Positions in Å, forces in eV/Å.

Values from the calculation:
**E_HOMO**: -7.974 eV
**Lowest unoccupied orbital energy**: 0.630 eV
**Total energy**: -1049.56913 hartree
**Molar mass**: 242.392 g/mol
**Kohn-Sham gap**: 8.60 eV
**Relative energy (zero: lowest compared OMol25 entry of this formula, charge and spin)**: 0.01 kcal per mole
**SMILES**: CCCCCCCCCSc1n[nH]c(N)n1

***

(6)
Computed, not measured: the molecule C5H11NO2, with ωB97M-V with the def2-TZVPD basis set.

```
19
Properties=species:S:1:pos:R:3:forces:R:3
O -0.054084 -1.832247 1.635424 0.4972 -0.1951 0.4898
C 0.471490 -0.824037 1.247301 -1.3539 0.3647 -0.3787
C -0.110673 -0.072158 0.054468 -0.1650 -0.8447 0.1147
C 0.335436 -0.846402 -1.248103 0.7249 2.4772 0.6347
C 0.119101 -2.351473 -1.308158 1.4166 0.5770 -0.4818
N 0.232020 1.345849 0.212243 -0.1369 -0.2075 -0.1146
C -0.832304 2.072003 0.914575 -0.0842 0.0676 -1.0758
O -0.302118 3.226886 1.509376 -0.5391 -0.0906 0.1978
H 1.331490 -0.328565 1.726988 0.2745 -0.2125 0.0786
H -1.205989 -0.158543 0.085950 0.1293 -0.3441 0.1801
H -0.069730 -0.202203 -2.028711 -0.5012 -0.6046 -0.5175
H 1.407888 -0.599424 -1.346336 -0.0518 -0.5312 0.0777
H -0.897324 -2.716357 -1.402030 -0.0238 0.0881 0.1753
H 0.664220 -2.755155 -0.464935 -0.5494 -0.4304 0.4348
H 0.755107 -2.701396 -2.132487 -0.6135 -0.0450 -0.2490
H 0.416365 1.824073 -0.655691 0.0736 -0.1567 -0.3548
H -1.589708 2.425412 0.190880 -0.0754 -0.2614 0.2977
H -1.305957 1.376877 1.614260 0.1344 0.2582 0.2455
H 0.634761 3.116852 1.394986 0.8437 0.0912 0.2457
```
Positions in Å, forces in eV/Å.

Values from the calculation:
**E_HOMO**: -9.546 eV
**Lowest unoccupied orbital energy**: 0.819 eV
**Total energy**: -402.30350 hartree
**Molar mass**: 117.148 g/mol
**Kohn-Sham gap**: 10.36 eV
**Relative energy (zero: lowest compared OMol25 entry of this formula, charge and spin)**: 46.84 kcal per mole
**SMILES**: CC[C@@H](C=O)NCO

***

(7)
Computed, not measured: the molecule C3H6N2S2, with ωB97M-V with the def2-TZVPD basis set.

```
13
Properties=species:S:1:pos:R:3:forces:R:3
C -0.731644 -1.871927 -1.544765 1.4697 -1.3936 -0.5876
C 0.761507 0.359275 -0.513824 -0.2964 -1.1227 1.2551
C 0.257103 1.482886 1.768107 -1.9634 0.8130 -1.5826
H -0.464455 -1.543005 -2.640046 -0.3980 -0.7900 2.3654
H -0.208127 -2.838839 -1.120931 -0.4253 2.0732 -1.2961
H -1.770804 -2.120594 -1.423391 -0.6913 -0.2348 -0.6554
H 1.650856 1.868710 0.439346 2.5343 1.3044 -0.5571
H 0.747176 2.309914 2.247493 0.7527 0.0588 0.3933
H -1.502585 0.475618 1.876495 1.0039 0.7726 -0.1547
N 0.866359 1.322680 0.461264 -2.5723 -1.5464 1.3824
N -0.867108 1.192104 2.280783 0.3285 -1.1951 -0.0305
S -0.717737 -0.583904 -0.324754 0.0807 0.9453 0.0767
S 1.979458 -0.052917 -1.505777 0.1767 0.3152 -0.6088
```
Positions in Å, forces in eV/Å.

Values from the calculation:
**E_HOMO**: -8.881 eV
**Lowest unoccupied orbital energy**: -0.013 eV
**Total energy**: -1023.75082 hartree
**Molar mass**: 134.229 g/mol
**Kohn-Sham gap**: 8.87 eV
**Relative energy (zero: lowest compared OMol25 entry of this formula, charge and spin)**: 32.70 kcal per mole
**SMILES**: [H]/N=C\NC(=S)SC

***

(8)
Computed, not measured: a structure of composition C2H9NSi, with ωB97M-V with the def2-TZVPD basis set.

```
13
Properties=species:S:1:pos:R:3:forces:R:3
C 1.069888 -1.259100 0.349031 -0.0092 1.3641 -1.1625
C -1.916644 0.583109 0.885144 0.9681 -0.0322 -4.2653
N 1.455667 1.243789 -0.767206 -1.4600 -0.1620 -0.2822
Si 0.133421 0.195056 -0.485890 -2.2126 -1.2147 1.7704
H 1.370804 -1.037278 1.361518 1.0059 0.7486 0.0432
H 0.542319 -2.131524 0.577432 -1.3301 -1.5165 -0.4598
H 1.848282 -1.487987 -0.414488 -0.0245 -0.0055 1.0461
H -1.873263 1.265414 1.719957 0.2655 -0.4025 0.4252
H -2.616973 1.072846 0.071328 1.2938 -1.1726 1.6076
H -2.143543 -0.509583 0.995735 0.0350 1.2736 0.3881
H 2.315976 0.996928 -0.350648 0.8424 0.0992 0.3833
H 1.389750 2.152429 -1.163192 0.2209 0.5045 -0.1530
H -0.551627 -0.305341 -1.767355 0.4049 0.5161 0.6590
```
Positions in Å, forces in eV/Å.

Values from the calculation:
**E_HOMO**: -8.482 eV
**Lowest unoccupied orbital energy**: 0.934 eV
**Total energy**: -425.80074 hartree
**Molar mass**: 75.187 g/mol
**Kohn-Sham gap**: 9.42 eV
**Relative energy (zero: lowest compared OMol25 entry of this formula, charge and spin)**: 41.36 kcal per mole